Record 1
# C70H182N14O21

14 unconnected molecules or ions with the total composition C70H182N14O21 at a distorted geometry (ωB97M-V with the def2-TZVPD basis set, the Open Molecules 2025 dataset).

## Properties
Orbital gap, Ha: 0.3204
Energy above the lowest of the compared OMol25 structures with the same formula, charge and spin, kJ/mol: 241.8
Lowest unoccupied orbital energy, eV: 0.539

Geometry as ORCA input:
```
! RIJCOSX wB97M-V def2-TZVPD def2/J DEFGRID3
* xyz 0 1
C -6.1241 -6.7474 5.7598
C -5.9204 -7.7164 4.5794
C -5.5832 -7.0141 3.2533
O -4.3622 -6.2719 3.4154
C -3.9431 -5.7126 2.2059
N -4.8481 -8.6199 4.9934
H -6.2122 -7.1430 6.7881
H -6.9319 -6.0396 5.6485
H -5.2236 -6.1095 5.8168
H -6.7832 -8.3512 4.4431
H -6.3455 -6.2639 2.9458
H -5.4425 -7.7429 2.4651
H -3.1175 -5.0316 2.3745
H -4.7471 -5.0514 1.8429
H -3.6758 -6.4868 1.4590
H -4.8454 -9.4330 4.3948
H -3.9312 -8.1532 4.9793
C -0.4660 -4.2455 9.1036
C -0.6910 -3.0723 8.1628
C -1.7323 -3.4137 7.1441
O -1.2128 -4.4735 6.3663
C -2.2022 -4.9797 5.5276
N -1.1790 -1.9512 8.9046
H -0.0476 -5.0293 8.4455
H -1.4805 -4.4387 9.4677
H 0.0697 -4.0166 10.0348
H 0.2355 -2.8921 7.6736
H -1.9521 -2.5350 6.5445
H -2.6161 -3.6989 7.7186
H -2.6424 -4.1720 4.9139
H -3.0134 -5.4849 6.0837
H -1.6921 -5.7809 4.9553
H -0.6870 -1.7915 9.7768
H -1.2231 -1.0820 8.3526
C 3.1341 -3.2157 7.5699
C 2.8538 -2.9316 6.0954
C 3.9207 -2.0736 5.5241
O 5.0885 -2.8700 5.4736
C 6.1205 -2.5984 4.4823
N 2.7197 -4.1704 5.2900
H 3.3653 -2.3292 8.1682
H 4.0425 -3.8207 7.6228
H 2.3137 -3.6789 8.1167
H 1.9281 -2.3346 6.0851
H 4.0864 -1.0913 5.9994
H 3.5550 -1.8591 4.5170
H 7.0254 -2.3320 5.0250
H 5.7688 -1.7051 3.8718
H 6.2636 -3.4995 3.8272
H 3.6800 -4.5861 5.3721
H 2.0569 -4.8661 5.6907
C 2.1488 6.3110 -4.7961
C 2.4158 7.3074 -3.6378
C 3.7666 7.9171 -3.7247
O 4.7946 6.9185 -3.4510
C 6.0499 7.4867 -3.3340
N 1.5027 8.5053 -3.7109
H 2.1906 6.7197 -5.8249
H 1.1031 5.9357 -4.6864
H 2.7481 5.3967 -4.7200
H 2.3506 6.7706 -2.7094
H 3.8469 8.7236 -2.9854
H 3.8790 8.4472 -4.7220
H 6.1308 7.9994 -2.3760
H 6.3538 8.2182 -4.1125
H 6.8223 6.7069 -3.3750
H 1.3688 8.9347 -2.7772
H 0.6103 8.3073 -4.0584
C -4.7292 0.4624 0.9277
C -4.1901 -0.9209 1.0441
C -5.3713 -1.9300 1.1401
O -6.1278 -1.7472 2.2798
C -5.5472 -1.8302 3.5121
N -3.4814 -1.2661 -0.1784
H -3.8998 1.1621 1.0769
H -5.5504 0.6528 1.7402
H -5.2271 0.6399 -0.0375
H -3.5841 -0.9342 1.9734
H -5.0331 -2.9782 1.1099
H -6.0350 -1.6925 0.3033
H -4.7192 -2.5948 3.4681
H -6.2013 -2.1015 4.2639
H -5.1275 -0.8421 3.7983
H -2.7140 -0.6952 -0.2718
H -3.2349 -2.2309 -0.1703
C -1.7966 2.7015 4.6584
C -1.3412 1.2648 4.6528
C -1.5380 0.5699 5.9461
O -2.8722 0.3161 6.2376
C -3.3302 0.8139 7.4917
N -2.0428 0.5993 3.4912
H -1.4755 3.2153 5.5771
H -2.9259 2.7119 4.7381
H -1.4923 3.2177 3.7083
H -0.2752 1.2070 4.3973
H -1.0791 1.1979 6.6824
H -0.9991 -0.4152 5.9194
H -4.3917 1.0116 7.3653
H -2.9347 1.7804 7.8228
H -3.2415 0.0560 8.2613
H -1.7536 -0.3697 3.4006
H -3.0760 0.6945 3.5496
C 1.2488 -0.2013 -6.3909
C 1.3422 1.3270 -6.6376
C 0.2197 2.1737 -6.0037
O 0.3707 2.1126 -4.5994
C -0.5633 3.0060 -3.9246
N 2.6930 1.7576 -6.1692
H 2.2073 -0.6983 -6.6121
H 0.4938 -0.4844 -7.0878
H 1.0089 -0.4204 -5.3321
H 1.3124 1.4499 -7.7438
H -0.7528 1.8381 -6.2703
H 0.1985 3.2226 -6.3931
H -1.4738 2.4115 -3.9182
H -0.7006 3.9209 -4.5133
H -0.2329 3.2763 -2.9424
H 2.8730 2.7802 -6.2416
H 2.7836 1.6521 -5.1439
C 4.8684 6.5597 1.8239
O 4.7337 5.2386 2.3783
C 3.4681 5.0324 2.9293
C 3.3908 3.6282 3.3872
N 3.3448 2.7651 2.1918
C 4.1789 1.5035 2.3535
C 4.0076 0.6603 1.1036
O 4.8809 -0.4773 1.2521
C 4.7311 -1.2526 0.0249
H 4.7625 7.3390 2.5491
H 4.1018 6.7085 1.0697
H 5.8421 6.6384 1.3299
H 2.6744 5.1787 2.2335
H 3.2928 5.7222 3.8019
H 2.5533 3.4407 4.0759
H 4.3253 3.4252 3.9086
H 3.6432 3.3244 1.3668
H 3.6859 0.9716 3.2376
H 5.2258 1.7631 2.6150
H 4.2421 1.2665 0.1872
H 2.9871 0.3452 1.1072
H 3.7495 -1.3654 -0.3390
H 5.2001 -2.1728 0.2822
H 5.2512 -0.7415 -0.7859
C -0.1876 -6.8613 0.4199
O -0.4447 -5.9582 -0.6261
C -1.6010 -5.1897 -0.4518
C -1.7792 -4.2545 -1.6156
N -0.9148 -3.0872 -1.6983
C -1.3405 -2.2245 -2.7568
C -0.4928 -0.9563 -2.7989
O 0.8918 -1.3485 -2.5810
C 1.8059 -0.2676 -2.4654
H -1.0839 -7.4003 0.7370
H 0.1629 -6.3724 1.3564
H 0.5004 -7.6290 0.0504
H -1.5612 -4.6828 0.5273
H -2.5052 -5.8536 -0.3773
H -2.7915 -3.8927 -1.4679
H -1.8894 -4.8216 -2.4917
H 0.0717 -3.3462 -1.8756
H -2.3982 -1.9594 -2.7204
H -1.1325 -2.6940 -3.7353
H -0.7936 -0.3760 -1.9225
H -0.6797 -0.3338 -3.7152
H 1.5579 0.4393 -3.2556
H 2.7810 -0.7670 -2.5943
H 1.7788 0.2238 -1.5037
C 2.6736 3.4705 -1.4164
O 3.8636 4.0346 -0.9014
C 4.9765 3.7988 -1.7799
C 6.2578 4.0800 -1.0228
N 6.5244 3.0951 -0.0402
C 7.8866 2.6825 0.2393
C 7.8527 1.5966 1.2706
O 7.2668 2.1757 2.4375
C 7.5328 1.4234 3.6574
H 1.7717 3.7793 -0.8780
H 2.6888 2.3833 -1.4526
H 2.4813 3.7691 -2.4946
H 4.8278 4.4487 -2.6523
H 4.9574 2.8077 -2.1239
H 6.1850 5.0688 -0.5681
H 7.0973 4.0243 -1.6909
H 6.0593 3.3495 0.8182
H 8.5084 3.5100 0.6424
H 8.3414 2.2975 -0.6699
H 8.8687 1.3009 1.4951
H 7.3506 0.6652 1.0330
H 6.8464 1.7533 4.4339
H 8.5775 1.6110 3.8747
H 7.2634 0.3761 3.4421
C -2.6035 7.7657 -3.2508
O -1.7795 7.2199 -4.2553
C -2.5339 6.5200 -5.2759
C -1.4790 6.0382 -6.2166
N -0.9156 7.1273 -6.9481
C 0.0982 6.7278 -7.8917
C 0.7990 7.9540 -8.3862
O 1.5640 8.3726 -7.2858
C 1.7689 9.7959 -7.1998
H -3.0917 7.0363 -2.6336
H -3.3672 8.5107 -3.6352
H -1.9497 8.3277 -2.5291
H -3.0755 7.2806 -5.7678
H -3.1983 5.7015 -4.9121
H -2.0015 5.3850 -6.9248
H -0.8005 5.3940 -5.7298
H -0.3443 7.5996 -6.1956
H -0.3261 6.2855 -8.7520
H 0.9059 6.0586 -7.5073
H 0.0663 8.7287 -8.6370
H 1.3066 7.7370 -9.3587
H 2.0794 10.1225 -8.1836
H 2.5267 10.0339 -6.4297
H 0.8047 10.2467 -7.0135
C -1.7547 4.7730 -0.7136
O -0.9074 3.6447 -0.6695
C -1.3928 2.4960 -0.0367
C -0.2723 1.5503 0.2061
N -0.7213 0.2208 0.6590
C 0.4124 -0.7572 0.6899
C 0.0216 -1.9973 1.4531
O 0.0301 -1.7113 2.8696
C -0.3019 -2.8179 3.7319
H -1.7231 5.3586 0.2185
H -2.7264 4.4345 -0.9806
H -1.4193 5.4127 -1.5730
H -2.1581 2.0379 -0.6911
H -1.7960 2.7256 0.9608
H 0.2721 1.9567 1.0622
H 0.3443 1.4786 -0.6533
H -1.1068 0.3829 1.5928
H 1.2324 -0.3048 1.2767
H 0.7628 -1.1441 -0.2496
H 0.6253 -2.8438 1.2396
H -1.0089 -2.1289 1.1170
H 0.6116 -3.4458 3.8482
H -1.0926 -3.4421 3.3364
H -0.5782 -2.4413 4.7107
C 0.6112 -6.8143 -5.8578
O 0.6807 -5.4219 -5.9623
C 0.6484 -4.8077 -4.6711
C 1.9741 -4.9649 -3.9236
N 1.8826 -4.2260 -2.6364
C 2.8767 -4.5569 -1.6206
C 2.5167 -4.0251 -0.2761
O 3.6324 -4.3861 0.4779
C 3.4619 -4.1126 1.8614
H 1.3650 -7.2371 -5.2046
H 0.9162 -7.1728 -6.8183
H -0.3683 -7.1922 -5.5444
H -0.1374 -5.1980 -4.0014
H 0.6151 -3.7187 -4.9701
H 2.7384 -4.6529 -4.6083
H 2.0813 -5.9958 -3.6843
H 1.9562 -3.2429 -2.8415
H 3.8833 -4.2086 -1.9182
H 3.0044 -5.6270 -1.4942
H 1.5983 -4.4935 0.1359
H 2.3319 -2.9161 -0.2535
H 2.5157 -4.5362 2.2424
H 3.3791 -3.0092 2.0128
H 4.3266 -4.5968 2.3943
C -8.8612 -6.3396 -3.7000
O -8.5015 -5.0467 -3.2569
C -8.4938 -4.1018 -4.3020
C -8.3293 -2.7638 -3.6973
N -6.9685 -2.4600 -3.2944
C -6.6981 -1.0583 -3.1983
C -5.2022 -0.8163 -2.8822
O -4.9473 0.5183 -2.6277
C -3.5664 0.8599 -2.8371
H -8.7436 -6.4889 -4.8012
H -9.9272 -6.5040 -3.3685
H -8.2994 -7.1424 -3.1688
H -9.4677 -4.1533 -4.9265
H -7.6597 -4.3175 -4.9904
H -8.9926 -2.8234 -2.8695
H -8.7249 -2.0524 -4.3729
H -6.7706 -2.8720 -2.3838
H -7.2325 -0.5949 -2.3809
H -6.8969 -0.5354 -4.1473
H -4.6115 -1.1769 -3.7320
H -4.8208 -1.3785 -2.0534
H -2.9055 0.6814 -1.9935
H -3.5060 1.9697 -3.0160
H -3.0507 0.3645 -3.7246
*
```

Mulliken population analysis, charges in e, atoms 1 to 99:
1 C -0.964
2 C 0.182
3 C -0.736
4 O 0.065
5 C -0.240
6 N -0.703
7 H 0.347
8 H 0.374
9 H -0.092
10 H 0.480
11 H 0.319
12 H 0.362
13 H -0.502
14 H 0.353
15 H 0.356
16 H 0.270
17 H 0.271
18 C -1.659
19 C 1.660
20 C -0.614
21 O -0.300
22 C -0.391
23 N -0.638
24 H 0.289
25 H 0.476
26 H 0.441
27 H -0.754
28 H 0.240
29 H 0.436
30 H -0.277
31 H 0.474
32 H 0.225
33 H 0.254
34 H 0.135
35 C -1.833
36 C 1.537
37 C -0.421
38 O -0.389
39 C -0.213
40 N -0.361
41 H 0.357
42 H 0.411
43 H 0.429
44 H -0.714
45 H 0.413
46 H -0.098
47 H 0.322
48 H -0.167
49 H 0.203
50 H 0.373
51 H 0.170
52 C -0.555
53 C 0.909
54 C -1.094
55 O -0.076
56 C -0.937
57 N -0.617
58 H 0.256
59 H -0.020
60 H 0.334
61 H 0.075
62 H 0.345
63 H 0.188
64 H 0.376
65 H 0.309
66 H 0.216
67 H 0.280
68 H 0.065
69 C -1.140
70 C 2.284
71 C -0.215
72 O -0.524
73 C -0.261
74 N 2.268
75 H -0.009
76 H 0.366
77 H 0.119
78 H -1.044
79 H -0.065
80 H 0.008
81 H -0.021
82 H 0.496
83 H -0.001
84 H -1.526
85 H -0.798
86 C -1.553
87 C 0.439
88 C -0.203
89 O -0.209
90 C -0.967
91 N 0.784
92 H 0.465
93 H 0.304
94 H 0.170
95 H 0.173
96 H 0.686
97 H -0.547
98 H 0.283
99 H 0.369



Record 2
# C70H42Cl2F6NO13

5 unconnected molecules or ions with the total composition C70H42Cl2F6NO13 at a distorted geometry (ωB97M-V with the def2-TZVPD basis set, the Open Molecules 2025 dataset).

## Properties
Orbital gap, Ha: 0.1768
Lowest unoccupied orbital energy, eV: -5.996

Geometry as ORCA input:
```
! RIJCOSX wB97M-V def2-TZVPD def2/J DEFGRID3
* xyz 1 1
C -3.5979 3.4677 -3.3395
C -4.0350 2.1789 -4.2372
Cl -2.8759 1.8385 -5.6149
C -4.3236 0.8618 -3.3089
Cl -2.9075 0.6159 -2.1768
C -5.6995 1.2067 -2.5238
C -5.7356 1.6759 -1.0511
N -6.9871 2.0070 -0.4198
C -8.2588 1.9253 -1.1107
C -8.4047 1.4260 -2.5943
C -9.8140 1.3353 -3.3545
O -9.9161 1.2243 -4.6079
C -11.2482 1.4340 -2.5791
F -12.1078 0.4988 -3.2189
F -11.1722 1.0579 -1.2118
C -11.8031 2.9209 -2.8449
F -10.7883 3.7742 -3.3852
F -12.8256 2.8224 -3.8306
C -12.4219 3.6620 -1.5643
F -13.5181 2.9202 -1.0765
F -12.9382 4.9235 -2.0466
C -11.3444 4.0515 -0.4299
O -11.4676 3.4618 0.6806
O -10.2829 4.9664 -0.6231
C -7.0444 1.0532 -3.3069
C -6.9461 0.5191 -4.8073
O -6.9055 1.2336 -5.8313
O -6.9432 -0.9050 -4.9970
H -4.3414 3.6145 -2.4619
H -2.5269 3.3689 -2.9619
H -3.7562 4.3884 -4.0174
H -5.0623 2.4658 -4.6762
H -4.4499 -0.0914 -3.9327
H -4.7395 1.7642 -0.4771
H -6.9449 2.3177 0.5733
H -9.1751 2.2532 -0.4875
H -9.9049 5.0822 0.2915
H -7.4592 -1.3039 -4.2435
C 3.2655 -1.9143 -1.5757
C 4.4804 -1.7091 -0.9248
C 4.5924 -0.7169 0.0444
C 3.4915 0.0813 0.3566
C 2.2820 -0.1083 -0.3127
C 2.1679 -1.1161 -1.2720
C 1.1214 0.7636 -0.0265
O 0.0614 0.5960 -0.6090
C 1.2669 1.8479 0.9705
C 0.1987 2.7147 1.2092
C 0.3223 3.7292 2.1549
C 1.5090 3.8746 2.8706
C 2.5769 3.0160 2.6309
C 2.4608 2.0072 1.6734
C 3.6156 1.1221 1.4012
O 4.6547 1.2522 2.0242
H 3.1762 -2.6945 -2.3253
H 5.3399 -2.3243 -1.1715
H 5.5401 -0.5655 0.5516
H 1.2260 -1.2781 -1.7870
H -0.7298 2.6052 0.6576
H -0.5073 4.4053 2.3357
H 1.6032 4.6608 3.6130
H 3.5005 3.1375 3.1883
C 0.9971 0.3124 5.8019
C 0.8335 -0.2946 7.0453
C -0.4366 -0.4188 7.5985
C -1.5475 0.0755 6.9142
C -1.3812 0.7054 5.6800
C -0.1065 0.8126 5.1194
C -2.5450 1.2780 4.9672
O -2.4006 1.8259 3.8864
C -3.8853 1.1836 5.5896
C -4.9835 1.7692 4.9575
C -6.2486 1.6740 5.5286
C -6.4232 0.9862 6.7275
C -5.3309 0.4064 7.3631
C -4.0579 0.5126 6.7997
C -2.8963 -0.0774 7.5029
O -3.0483 -0.6751 8.5537
H 1.9877 0.4006 5.3668
H 1.6969 -0.6734 7.5829
H -0.5580 -0.8974 8.5653
H 0.0295 1.2893 4.1530
H -4.8551 2.3041 4.0214
H -7.1005 2.1348 5.0380
H -7.4114 0.9060 7.1692
H -5.4723 -0.1240 8.2996
C 10.0911 0.2845 -6.7097
C 10.1333 1.6380 -7.0375
C 9.1164 2.4886 -6.6173
C 8.0464 1.9849 -5.8769
C 7.9920 0.6250 -5.5695
C 9.0231 -0.2228 -5.9778
C 6.8380 0.0689 -4.8273
O 6.7910 -1.1190 -4.5547
C 5.7379 0.9753 -4.4286
C 4.6171 0.4557 -3.7792
C 3.5841 1.3013 -3.3885
C 3.6707 2.6697 -3.6367
C 4.7832 3.1905 -4.2885
C 5.8149 2.3422 -4.6944
C 6.9782 2.9012 -5.4189
O 7.0528 4.0978 -5.6404
H 10.8898 -0.3769 -7.0302
H 10.9610 2.0306 -7.6196
H 9.1576 3.5432 -6.8715
H 8.9932 -1.2792 -5.7302
H 4.5440 -0.6084 -3.5799
H 2.7114 0.8942 -2.8884
H 2.8675 3.3304 -3.3252
H 4.8428 4.2568 -4.4833
C 9.1783 -7.7092 0.7835
C 9.2214 -6.3560 0.4546
C 8.2053 -5.5044 0.8746
C 7.1351 -6.0069 1.6158
C 7.0799 -7.3665 1.9242
C 8.1102 -8.2152 1.5161
C 5.9258 -7.9214 2.6674
O 5.8783 -9.1082 2.9404
C 4.8262 -7.0139 3.0660
C 3.7049 -7.5319 3.7163
C 2.6729 -6.6845 4.1064
C 2.7608 -5.3165 3.8569
C 3.8736 -4.7975 3.2044
C 4.9044 -5.6473 2.7990
C 6.0677 -5.0898 2.0736
O 6.1426 -3.8926 1.8513
H 9.9764 -8.3715 0.4631
H 10.0492 -5.9644 -0.1280
H 8.2472 -4.4500 0.6196
H 8.0796 -9.2714 1.7646
H 3.6312 -8.5963 3.9168
H 1.7996 -7.0903 4.6074
H 1.9584 -4.6547 4.1679
H 3.9342 -3.7313 3.0085
*
```

Mulliken population analysis, charges in e, atoms 1 to 99:
1 C -0.894
2 C 0.105
3 Cl -0.147
4 C -0.097
5 Cl 0.030
6 C -0.087
7 C -0.557
8 N 0.083
9 C -0.658
10 C 0.481
11 C 0.520
12 O -0.481
13 C 0.701
14 F -0.269
15 F -0.265
16 C 0.560
17 F -0.274
18 F -0.267
19 C 0.732
20 F -0.233
21 F -0.264
22 C 0.321
23 O -0.507
24 O -0.428
25 C -0.074
26 C 0.322
27 O -0.455
28 O -0.464
29 H 0.200
30 H 0.283
31 H 0.372
32 H 0.290
33 H 0.520
34 H 0.465
35 H 0.341
36 H 0.306
37 H 0.416
38 H 0.392
39 C -0.815
40 C -0.559
41 C -0.791
42 C 0.335
43 C 0.206
44 C -0.200
45 C 0.646
46 O -0.729
47 C 0.075
48 C -0.450
49 C -0.598
50 C -0.562
51 C -0.646
52 C 0.346
53 C 0.552
54 O -0.679
55 H 0.388
56 H 0.584
57 H 0.535
58 H 0.398
59 H 0.589
60 H 0.407
61 H 0.411
62 H 0.513
63 C -0.574
64 C -0.634
65 C -0.702
66 C 0.501
67 C 0.096
68 C -0.340
69 C 0.478
70 O -0.698
71 C 0.086
72 C -0.459
73 C -0.432
74 C -0.512
75 C -0.560
76 C 0.148
77 C 0.583
78 O -0.659
79 H 0.550
80 H 0.418
81 H 0.484
82 H 0.545
83 H 0.462
84 H 0.383
85 H 0.401
86 H 0.479
87 C -0.485
88 C -0.466
89 C -0.544
90 C 0.169
91 C 0.178
92 C -0.530
93 C 0.515
94 O -0.679
95 C 0.105
96 C -0.650
97 C -0.136
98 C -0.854
99 C -0.584



no.,total energy (eV)
1,-139384.728
2,-142717.900